Below is one molecule with the formula C22H23NO5S, with properties calculated with ωB97M-V/def2-TZVPD.

Atoms and positions in Å:
C (-3.21, -0.63, -0.10)
O (-2.16, 0.32, 0.00)
C (-0.94, -0.15, 0.19)
O (-0.70, -1.34, 0.33)
C (0.05, 0.93, 0.30)
C (-0.17, 2.12, 1.06)
C (-1.42, 2.37, 1.81)
C (-1.61, 1.74, 3.03)
C (-2.78, 1.92, 3.76)
C (-2.96, 1.25, 5.09)
C (-3.76, 2.75, 3.23)
C (-3.58, 3.37, 2.00)
C (-2.41, 3.19, 1.27)
C (-2.22, 3.83, -0.06)
C (0.91, 2.94, 1.06)
S (2.21, 2.33, 0.11)
C (1.30, 0.91, -0.28)
N (1.80, -0.05, -1.14)
C (1.01, -0.76, -2.00)
O (-0.14, -0.47, -2.22)
C (1.69, -2.00, -2.57)
C (0.94, -2.48, -3.81)
C (1.25, -3.90, -4.16)
C (1.85, -4.74, -3.34)
C (2.30, -4.36, -1.96)
C (1.65, -3.07, -1.46)
C (2.45, -2.58, -0.25)
O (3.65, -2.51, -0.28)
O (1.77, -2.22, 0.83)
H (-4.13, -0.06, -0.14)
H (-3.20, -1.30, 0.76)
H (-3.08, -1.23, -1.01)
H (-0.83, 1.10, 3.42)
H (-2.48, 0.28, 5.10)
H (-2.52, 1.86, 5.87)
H (-4.02, 1.13, 5.31)
H (-4.68, 2.90, 3.77)
H (-4.36, 4.00, 1.61)
H (-1.37, 4.51, -0.05)
H (-2.03, 3.07, -0.82)
H (-3.11, 4.40, -0.35)
H (1.03, 3.87, 1.58)
H (2.79, -0.24, -1.10)
H (2.74, -1.79, -2.81)
H (1.19, -1.83, -4.66)
H (-0.14, -2.37, -3.64)
H (0.93, -4.22, -5.14)
H (2.06, -5.75, -3.64)
H (2.07, -5.18, -1.27)
H (3.39, -4.23, -1.96)
H (0.61, -3.25, -1.18)
H (0.80, -2.07, 0.68)

Computed properties:
* LUMO level: 0.4994 eV
* Kohn-Sham gap: 0.33814 Eh
* SMILES string: COC(=O)c1c(-c2cc(C)ccc2C)csc1NC(=O)[C@@H]1CC=CC[C@H]1C(=O)O

---

Below is one molecule with the formula C22H23NO6, with properties calculated with ωB97M-V/def2-TZVPD.

Atoms and positions in Å:
C (2.93, 6.08, 6.81)
C (2.37, 6.25, 5.40)
C (1.96, 4.91, 4.80)
C (1.41, 5.08, 3.39)
O (0.95, 3.84, 2.85)
C (1.87, 3.05, 2.28)
O (3.03, 3.35, 2.19)
C (1.29, 1.79, 1.78)
C (-0.06, 1.47, 1.96)
C (-0.56, 0.28, 1.47)
C (0.28, -0.61, 0.80)
N (-0.27, -1.80, 0.33)
C (0.29, -2.81, -0.36)
O (1.45, -2.90, -0.73)
C (-0.75, -3.92, -0.64)
O (-1.89, -3.77, -0.27)
C (-0.20, -5.12, -1.34)
C (-1.09, -5.57, -2.50)
O (-1.45, -6.72, -2.60)
C (-1.49, -4.53, -3.46)
C (-2.55, -4.80, -4.32)
C (-3.01, -3.87, -5.22)
C (-2.41, -2.61, -5.28)
O (-2.77, -1.61, -6.12)
C (-3.84, -1.83, -7.01)
C (-1.33, -2.33, -4.43)
C (-0.88, -3.27, -3.53)
C (1.63, -0.30, 0.62)
C (2.12, 0.89, 1.11)
H (2.18, 5.64, 7.47)
H (3.80, 5.44, 6.80)
H (3.21, 7.05, 7.23)
H (1.50, 6.92, 5.43)
H (3.13, 6.72, 4.77)
H (2.83, 4.25, 4.75)
H (1.20, 4.44, 5.42)
H (0.53, 5.74, 3.39)
H (2.18, 5.49, 2.73)
H (-0.71, 2.16, 2.48)
H (-1.60, 0.03, 1.61)
H (-1.26, -1.95, 0.52)
H (-0.16, -5.95, -0.63)
H (0.81, -4.90, -1.69)
H (-3.01, -5.78, -4.27)
H (-3.84, -4.12, -5.87)
H (-3.94, -0.90, -7.57)
H (-4.77, -2.04, -6.48)
H (-3.62, -2.64, -7.71)
H (-0.87, -1.36, -4.51)
H (-0.03, -3.03, -2.92)
H (2.27, -0.99, 0.10)
H (3.16, 1.15, 0.98)

Computed properties:
* LUMO level: -0.5088 eV
* Kohn-Sham gap: 0.31032 Eh
* SMILES string: CCCCOC(=O)c1ccc(NC(=O)C(=O)CC(=O)c2ccc(OC)cc2)cc1

---

The records above yield calculated total energy values of -1681.3429; -1358.3687 hartree, respectively.
The records above yield ΔE to the lowest compared entry with this formula, charge and spin values of 0.00; 143.73 kJ/mol, respectively.
The records above yield max |F| values of 0.6; 0.7 eV/Å, respectively.